Record 1
ORCA calculation (ωB97M-V/def2-TZVPD) on a molecular structure, C35H52AlClCsKMgN4O14S2.

Cartesian coordinates (Å):
C: 2.692 -1.100 4.040
C: 4.131 -1.045 4.592
C: 5.209 -0.669 3.555
C: 5.502 -1.793 2.524
C: 5.915 -1.156 1.157
C: 5.330 -1.930 -0.075
C: 4.109 -1.170 -0.657
C: 2.999 -0.930 0.399
C: 2.053 0.252 0.023
C: 2.562 1.664 0.565
C: 3.026 2.663 -0.545
C: 2.057 2.760 -1.753
C: 0.658 3.061 -1.227
N: -0.423 2.228 -1.916
C: -1.299 3.105 -2.652
C: -1.245 3.095 -4.022
C: -2.047 3.921 -4.801
C: -2.913 4.774 -4.138
C: -3.000 4.806 -2.755
C: -2.184 3.988 -2.021
S: -2.177 3.959 -0.205
C: -1.887 2.225 0.082
C: -2.399 1.520 1.156
C: -2.107 0.152 1.321
C: -2.541 -0.687 2.485
O: -3.586 -0.534 3.084
O: -1.661 -1.550 2.854
C: -1.350 -0.511 0.360
C: -0.843 0.225 -0.702
C: -1.070 1.588 -0.838
H: 2.494 -1.990 3.420
H: 2.449 -0.208 3.418
H: 1.943 -1.118 4.845
H: 4.377 -2.002 5.075
H: 4.179 -0.287 5.386
H: 4.908 0.280 3.073
H: 6.132 -0.507 4.136
H: 6.289 -2.467 2.881
H: 4.595 -2.379 2.309
H: 7.017 -1.086 1.047
H: 5.493 -0.112 1.104
H: 6.097 -1.952 -0.861
H: 5.003 -2.935 0.217
H: 4.375 -0.224 -1.157
H: 3.679 -1.821 -1.435
H: 3.362 -0.840 1.428
H: 2.346 -1.820 0.364
H: 1.107 -0.006 0.562
H: 1.921 0.196 -1.060
H: 3.440 1.443 1.191
H: 1.801 2.126 1.290
H: 3.039 3.658 -0.063
H: 4.069 2.491 -0.845
H: 2.085 1.851 -2.374
H: 2.406 3.553 -2.430
H: 0.611 2.954 -0.133
H: 0.405 4.093 -1.508
H: -0.542 2.433 -4.530
H: -1.962 3.874 -5.891
H: -3.534 5.425 -4.753
H: -3.709 5.482 -2.282
H: -3.002 2.028 1.903
H: -1.128 -1.574 0.476
H: -0.232 -0.266 -1.460
Mg: 0.143 0.891 1.358
C: 7.604 -0.557 6.252
O: 7.689 -1.397 5.338
O: 8.832 -0.230 6.797
O: 6.598 0.014 6.737
H: 9.314 -0.825 6.197
C: -1.014 4.755 -9.354
C: -1.590 3.484 -8.785
O: -1.408 3.152 -7.613
N: -2.325 2.703 -9.603
C: -2.652 2.918 -11.003
H: -0.453 5.269 -8.578
H: -0.337 4.528 -10.178
H: -1.813 5.413 -9.698
H: -2.677 1.871 -9.153
H: -3.736 2.956 -11.109
H: -2.272 2.078 -11.586
H: -2.222 3.839 -11.380
Cl: -2.724 1.220 4.242
Cs: 5.541 0.488 8.704
C: -2.668 2.587 7.933
O: -1.806 3.186 7.293
N: -3.332 1.518 7.416
N: -3.021 2.943 9.197
H: -4.040 1.000 7.901
H: -3.071 1.259 6.485
H: -2.546 3.729 9.602
H: -3.721 2.468 9.734
K: 8.017 0.417 0.657
O: -3.725 -5.115 2.981
S: -2.899 -4.591 1.907
O: -1.647 -5.339 1.831
O: -2.584 -3.130 2.189
O: -3.609 -4.603 0.632
Al: -0.818 2.165 3.880
C: -5.666 -5.644 -1.319
C: -6.666 -6.774 -1.206
C: -6.048 -8.149 -1.261
O: -7.090 -8.936 -1.844
C: -7.857 -8.099 -2.594
O: -8.682 -8.455 -3.371
O: -7.551 -6.798 -2.337
H: -5.413 -5.447 -2.362
H: -6.091 -4.724 -0.917
H: -4.757 -5.858 -0.763
H: -7.273 -6.653 -0.305
H: -5.791 -8.527 -0.273
H: -5.165 -8.203 -1.904

The LUMO energy is -7.89 eV. For the HOMO energy, the calculation gives -12.4 eV. The spin multiplicity is 1. Its total charge is +2. The energy comes out at -134851.8633 eV. The calculation puts the orbital gap at 4.514 eV.


Record 2
ORCA calculation (ωB97M-V/def2-TZVPD) on a molecular structure, C29H56AlBN3O3.

Cartesian coordinates (Å):
C: -5.057 -3.239 2.584
C: -4.863 -3.786 1.090
C: -5.881 -3.159 0.019
C: -5.185 -2.100 -1.010
C: -4.453 -2.984 -2.128
Al: -3.964 -0.816 0.028
B: -5.218 0.734 0.718
C: -5.948 1.817 -0.286
O: -5.442 0.790 2.145
C: -2.439 0.001 -1.149
C: -1.540 -0.997 -1.844
C: -0.365 -0.503 -2.690
C: -0.285 1.028 -2.687
C: -1.326 1.823 -1.945
N: -2.432 1.421 -1.154
H: -6.140 -3.389 2.920
H: -4.340 -3.797 3.289
H: -4.825 -2.136 2.710
H: -3.783 -3.643 0.726
H: -4.999 -4.930 1.158
H: -6.368 -4.037 -0.540
H: -6.713 -2.639 0.609
H: -6.038 -1.494 -1.477
H: -3.497 -3.495 -1.782
H: -4.322 -2.401 -3.111
H: -5.181 -3.842 -2.399
H: -3.266 -1.460 1.316
H: -5.101 2.381 -0.814
H: -6.627 2.508 0.318
H: -6.557 1.260 -1.074
H: -4.628 0.453 2.577
H: -1.732 -2.108 -1.739
H: 0.377 -1.140 -3.258
H: 0.553 1.556 -3.244
H: -1.212 2.966 -2.025
C: 0.426 -2.498 6.988
C: -0.518 -2.858 5.815
C: 0.146 -3.950 4.955
C: 1.309 -3.418 4.123
C: 0.867 -2.231 3.274
C: 0.165 -1.118 4.079
N: -0.869 -1.640 5.024
O: -1.972 -1.937 4.295
C: 1.209 -0.289 4.864
C: -0.413 -0.094 3.066
C: -1.754 -3.459 6.530
H: 0.507 -3.335 7.689
H: 1.449 -2.287 6.685
H: 0.047 -1.639 7.551
H: -0.593 -4.397 4.280
H: 0.505 -4.766 5.592
H: 2.148 -3.136 4.767
H: 1.683 -4.214 3.470
H: 1.738 -1.822 2.751
H: 0.192 -2.603 2.494
H: 0.721 0.399 5.560
H: 1.816 0.318 4.186
H: 1.924 -0.894 5.419
H: -1.099 -0.552 2.348
H: 0.386 0.361 2.474
H: -0.942 0.715 3.580
H: -2.254 -2.706 7.147
H: -1.460 -4.282 7.189
H: -2.486 -3.872 5.833
C: 5.228 5.573 -4.268
C: 4.700 4.383 -3.432
C: 5.883 3.470 -3.056
C: 6.407 2.666 -4.242
C: 5.280 1.877 -4.900
C: 4.052 2.736 -5.270
N: 3.625 3.652 -4.170
O: 2.947 2.907 -3.264
C: 4.346 3.561 -6.545
C: 2.920 1.776 -5.721
C: 4.160 5.065 -2.150
H: 5.849 6.231 -3.652
H: 5.867 5.283 -5.099
H: 4.404 6.177 -4.660
H: 5.582 2.772 -2.266
H: 6.701 4.066 -2.637
H: 6.888 3.324 -4.972
H: 7.184 1.975 -3.899
H: 5.669 1.376 -5.792
H: 4.977 1.079 -4.211
H: 3.552 4.290 -6.731
H: 4.400 2.915 -7.425
H: 5.299 4.086 -6.519
H: 2.665 1.037 -4.958
H: 3.224 1.208 -6.605
H: 2.013 2.329 -5.981
H: 3.313 5.718 -2.381
H: 4.934 5.682 -1.683
H: 3.843 4.347 -1.390

The LUMO energy (spin up / spin down) is 2.01 / 1.35 eV. For the HOMO energy (spin up / spin down), the calculation gives -3.6 / -3.6 eV. The spin multiplicity is 3. Its total charge is -1. The energy comes out at -48861.9193 eV. The calculation puts the orbital gap (spin up / spin down) at 5.631 / 4.970 eV.


F_max
In order: 0.074; 0.123
Unit: hartree/bohr